[1]
Density functional theory data (wB97M-V/def2-TZVPD) for a 2-piece molecular cluster, CH4FOP overall.

The LUMO energy (alpha / beta) comes out at -1.26 / -1.11 eV. The calculation puts the HOMO-LUMO gap (alpha / beta) at 7.493 / 8.833 eV. Its energy relative to the best compared isomer or geometry (same formula, charge and spin) is 440.6 kJ/mol.

Last column: Mulliken charge in e.
Geometry (Å):
1 C -0.2592 -0.8172 -0.2597  -0.301
2 O 0.1086 0.2826 -1.0209  -0.456
3 F -0.5479 -1.3997 2.2436  -0.264
4 P 0.7273 -0.9843 1.3191  0.307
5 H -1.3317 -0.8168 0.0026  0.233
6 H -0.0575 -1.6976 -0.8873  0.259
7 H 0.1627 1.0647 -0.4417  0.254
8 H 1.1027 1.8134 1.1967  -0.033

Atomic forces in eV per Å
C -0.12 -0.61 0.39
O 0.35 0.99 -0.30
F 0.62 0.20 -0.15
P -0.80 0.43 -0.02
H 0.26 -0.09 0.05
H -0.11 0.08 0.18
H -0.03 -0.30 -0.25
H -0.17 -0.70 0.10



[2]
Density functional theory data (wB97M-V/def2-TZVPD) for C20H56Ag2N5O6 as an isolated structure.

The LUMO energy (alpha / beta) comes out at -8.45 / -12.82 eV. As for the expectation value of S²: 2.011. The calculation puts the HOMO-LUMO gap (alpha / beta) at 7.409 / 3.034 eV. Its spin multiplicity is 3. Its energy relative to the best compared isomer or geometry (same formula, charge and spin) is 0.0 kJ/mol. As for the charge: +3.

Last column: Mulliken charge in e.
Geometry (Å):
1 Ag 0.4160 0.6077 -2.3360  -0.153
2 Ag 2.1259 -0.2852 1.2287  0.279
3 O 0.6376 0.1543 -0.2540  1.396
4 H -0.2226 0.4596 0.0811  -0.212
5 C 2.4866 -4.3616 -0.8592  -1.446
6 C 2.0353 -3.2178 0.0567  1.179
7 C 2.3105 -3.4942 1.5319  -0.847
8 O 2.6388 -2.3013 2.2352  -0.274
9 C 2.9966 -2.5337 3.5859  -0.898
10 N 2.6915 -1.9469 -0.3599  -0.384
11 H 3.5767 -4.3797 -0.8987  0.455
12 H 2.1136 -4.3087 -1.8819  0.407
13 H 2.0968 -5.2926 -0.4438  0.402
14 H 0.9533 -3.0880 -0.0295  -0.608
15 H 3.2015 -4.1308 1.6255  0.609
16 H 1.4893 -4.0697 1.9641  0.360
17 H 3.1379 -1.5924 4.1198  0.193
18 H 3.8932 -3.1466 3.6672  0.364
19 H 2.1838 -2.9607 4.1861  0.345
20 H 3.6968 -2.1344 -0.3649  0.311
21 H 2.4261 -1.7902 -1.3302  0.250
22 C 1.1424 3.7046 -0.5970  -1.165
23 C 1.7681 3.4845 -1.9511  0.421
24 C 3.0413 4.3204 -2.0639  -0.990
25 O 3.6402 3.9941 -3.2846  -0.393
26 C 4.9042 4.6331 -3.4710  -0.751
27 N 2.1916 2.0535 -2.1804  -0.390
28 H 0.7191 4.7045 -0.5014  0.551
29 H 1.8611 3.5281 0.2084  0.255
30 H 0.2973 3.0451 -0.3686  -0.027
31 H 1.1046 3.7655 -2.7702  0.454
32 H 3.6537 4.1561 -1.1647  0.402
33 H 2.7941 5.3884 -2.0452  0.571
34 H 5.3034 4.4212 -4.4559  0.262
35 H 5.6210 4.2660 -2.7281  0.332
36 H 4.8138 5.7084 -3.3053  0.323
37 H 2.8244 1.7347 -1.4401  0.108
38 H 2.9142 2.2463 -2.9118  0.331
39 C -2.5676 0.9478 0.5949  -0.549
40 C -3.9754 1.5307 0.6353  0.012
41 C -4.5712 1.5860 2.0410  -0.825
42 O -4.4925 0.3019 2.5962  -0.230
43 C -5.3520 0.1014 3.7025  -0.866
44 N -3.9327 2.8795 0.0140  -0.750
45 H -1.9955 1.4818 1.3576  -0.188
46 H -2.2179 1.0598 -0.4347  0.199
47 H -2.5397 -0.1164 0.8356  0.136
48 H -4.6467 0.9706 -0.0201  0.480
49 H -5.5812 2.0181 1.9804  0.456
50 H -4.0802 2.3398 2.6837  0.328
51 H -5.2954 -0.9258 4.0521  0.247
52 H -6.3927 0.3036 3.4219  0.339
53 H -5.1082 0.7906 4.5207  0.347
54 H -3.4060 3.4772 0.6560  0.266
55 H -4.8770 3.2579 0.0858  0.325
56 C 0.3050 2.3669 2.8094  -0.855
57 C 0.9647 1.3705 3.7294  0.183
58 C 0.2015 0.0416 3.7534  -0.932
59 O 0.2504 -0.6313 2.5088  1.283
60 C -0.6224 -1.7352 2.3979  -0.958
61 N 2.3434 1.1171 3.2667  -0.522
62 H 0.0893 1.9521 1.8196  -0.307
63 H 0.8427 3.3056 2.6744  0.453
64 H -0.6992 2.6432 3.1425  0.436
65 H 0.9040 1.6259 4.7915  0.336
66 H -0.8543 0.2630 3.9771  0.390
67 H 0.4383 -0.6504 4.5731  0.440
68 H -1.6601 -1.4072 2.5088  0.217
69 H -0.4586 -2.5599 3.0985  0.281
70 H -0.5197 -2.1625 1.4003  -0.083
71 H 2.8273 1.9670 2.9966  0.266
72 H 2.8159 0.7106 4.0723  0.245
73 C -1.8801 -2.7440 -1.4271  -1.219
74 C -1.2682 -2.2598 -2.7699  0.683
75 C -2.0087 -2.8651 -3.9393  -1.073
76 O -1.4276 -2.3551 -5.1160  -0.340
77 C -2.0485 -2.8042 -6.2975  -0.775
78 N -1.3672 -0.7811 -2.8245  -0.444
79 H -1.4598 -2.0591 -0.6885  -0.103
80 H -1.5265 -3.7572 -1.2414  0.433
81 H -2.9677 -2.7247 -1.4448  0.537
82 H -0.2667 -2.6942 -2.7778  0.054
83 H -3.0666 -2.5752 -3.9677  0.446
84 H -1.9135 -3.9543 -3.8968  0.519
85 H -1.9993 -3.9000 -6.3707  0.324
86 H -1.5802 -2.4212 -7.1984  0.261
87 H -3.1200 -2.5670 -6.2971  0.334
88 H -1.3893 -0.6205 -3.8499  0.520
89 H -2.3266 -0.4804 -2.6288  0.227

Atomic forces in eV per Å
Ag 0.23 0.16 0.18
Ag 0.82 -1.09 0.07
O -0.41 0.17 -0.79
H 0.10 0.01 0.29
C -0.13 -0.01 0.46
C -0.57 0.24 -0.02
C 1.31 -0.88 -0.33
O -0.41 0.57 -0.14
C -0.28 0.20 1.44
N -0.09 -0.11 0.42
H 0.01 -0.29 0.08
H -0.11 0.32 0.05
H 0.26 -0.11 -0.04
H 0.05 0.28 -0.28
H -0.08 -0.09 -0.11
H -0.16 0.36 0.22
H 0.43 0.17 -0.58
H 0.00 -0.01 -0.10
H -0.06 -0.50 -0.54
H 0.02 0.39 0.09
H 0.02 0.35 0.11
C -0.66 -0.33 0.43
C 0.25 0.05 0.56
C -0.49 0.69 -0.08
O 0.26 -0.43 0.01
C 0.47 0.17 0.63
N 0.23 0.20 -0.40
H 0.31 0.12 -0.05
H 0.11 0.20 -0.08
H 0.02 -0.14 -0.35
H -0.05 -0.17 0.01
H 0.38 -0.29 -0.25
H -0.18 -0.02 0.03
H -0.32 -0.04 -0.14
H -0.04 -0.08 -0.03
H -0.10 0.04 -0.26
H -0.59 0.13 0.39
H -0.73 -0.78 -0.53
C -0.55 -0.33 0.20
C -0.33 0.78 -0.42
C 0.10 0.32 -0.09
O -0.01 -0.29 -0.04
C -0.59 0.52 0.27
N 0.06 -0.17 0.89
H 0.42 0.05 -0.33
H 0.38 0.32 0.06
H -0.20 0.03 0.14
H 0.07 -0.34 0.24
H -0.25 -0.65 -0.10
H 0.52 -0.20 -0.12
H 0.26 -0.01 -0.13
H 0.08 -0.07 -0.04
H 0.10 -0.14 0.00
H 0.04 0.05 -0.25
H 0.07 0.05 -0.37
C -0.98 0.41 -0.29
C -0.59 -0.91 -0.28
C -1.45 -0.18 0.40
O 0.13 0.11 0.13
C -0.88 -0.47 -0.25
N -0.27 -0.58 -0.24
H 0.50 -0.17 0.00
H 0.23 -0.10 0.17
H 0.17 -0.01 0.40
H 0.42 0.73 -0.15
H 0.09 0.26 -0.17
H 0.75 0.15 -0.13
H 0.02 0.01 0.08
H 0.37 0.34 0.31
H 0.11 0.21 -0.07
H -0.03 0.11 0.28
H 0.54 -0.08 -0.46
C 0.83 0.36 -0.87
C -1.37 -1.22 1.48
C -0.02 0.16 -0.86
O 0.83 0.57 0.24
C -0.92 -1.16 -0.43
N 0.89 0.80 -1.77
H -0.33 -0.19 0.40
H -0.21 -0.03 0.18
H -0.02 0.10 0.17
H 0.41 0.96 -0.31
H -0.16 -0.22 0.46
H -0.17 -0.07 0.04
H 0.14 0.10 0.11
H 0.21 0.41 0.30
H 0.13 0.25 -0.04
H 0.44 0.11 0.11
H 0.22 -0.13 0.81



[3]
Density functional theory data (wB97M-V/def2-TZVPD) for C16H36N2NbO4 as an isolated structure.

The LUMO energy comes out at 2.58 eV. The calculation puts the HOMO-LUMO gap at 7.395 eV. As for the charge: -1.

Last column: Mulliken charge in e.
Geometry (Å):
1 C -0.8318 1.0515 2.2429  -0.890
2 C 0.1760 -0.0838 1.7365  -0.139
3 C -0.4095 -0.8223 0.4299  -0.064
4 Nb -0.5138 0.4436 -1.4550  -1.037
5 C -1.8594 -1.0501 -2.5660  -0.522
6 C -3.2992 -0.9842 -1.8740  -0.221
7 O -4.1649 -2.1242 -2.2428  -0.349
8 C -3.6707 -3.3022 -1.6478  0.616
9 C -3.6779 -3.5971 -0.0740  -0.541
10 O -3.1586 -4.1536 -2.4067  -0.558
11 C 1.4022 -0.3931 -2.3476  -1.121
12 C 1.6304 -1.9708 -2.1666  -0.063
13 N 2.9667 -2.1877 -1.5414  0.154
14 C 3.4990 -3.5633 -1.7270  -0.486
15 C 2.4031 -4.7253 -1.7889  -0.875
16 C 3.0371 -1.7321 -0.1544  0.558
17 C 3.6764 -0.3252 0.2937  -1.269
18 O 2.6320 -2.4556 0.7987  -0.529
19 H -0.5551 1.3392 3.3066  0.315
20 H -0.7863 1.9023 1.4937  0.129
21 H -1.8919 0.6314 2.2781  0.263
22 H 0.2133 -0.8899 2.5629  0.299
23 H 1.2380 0.2949 1.6284  -0.024
24 H 0.1474 -1.8096 0.3328  0.141
25 H -1.5000 -1.0996 0.6972  -0.067
26 H -0.5917 1.6455 -2.8331  0.000
27 H -2.0609 1.1840 -0.7745  0.018
28 H 0.5105 1.6953 -0.5709  0.058
29 H -1.3889 -2.0842 -2.5785  0.154
30 H -2.0087 -0.6596 -3.6402  0.446
31 H -3.2081 -1.0145 -0.7268  0.070
32 H -3.8063 0.0214 -2.0930  0.332
33 H -3.2504 -4.6343 0.0989  0.281
34 H -2.9522 -2.8431 0.4039  0.052
35 H -4.7216 -3.4656 0.3845  0.262
36 H 2.2696 0.2513 -1.9641  0.346
37 H 1.3543 -0.1738 -3.4794  0.355
38 H 1.7043 -2.4094 -3.2286  0.433
39 H 0.7680 -2.5149 -1.6665  0.169
40 H 4.2000 -3.6824 -2.6195  0.296
41 H 4.1453 -3.7853 -0.8005  0.336
42 H 1.8147 -4.6985 -2.7575  0.243
43 H 2.9312 -5.7306 -1.7207  0.370
44 H 1.7151 -4.6337 -0.8757  0.199
45 H 4.5642 -0.0465 -0.3828  0.335
46 H 4.0004 -0.3219 1.3787  0.369
47 H 2.9216 0.5307 0.1437  0.150
48 C 0.2081 6.0740 1.5284  -1.294
49 C 0.4493 5.1739 2.7101  0.829
50 O 1.4147 4.4266 2.7707  -0.649
51 N -0.4478 5.2073 3.7349  -0.162
52 C -1.6430 6.0133 3.8548  -0.834
53 H 1.0048 5.9336 0.7983  0.302
54 H -0.7428 5.8235 1.0537  0.341
55 H 0.2105 7.1195 1.8450  0.377
56 H -0.2180 4.5764 4.4890  0.219
57 H -1.5541 6.6296 4.7528  0.276
58 H -2.4993 5.3443 3.9662  0.279
59 H -1.7955 6.6547 2.9898  0.318

Atomic forces in eV per Å
C 0.54 -0.70 -0.24
C -1.10 -1.08 0.91
C 0.09 0.47 1.69
Nb 0.79 -2.69 -0.53
C -1.63 0.77 -0.32
C 1.30 0.59 1.03
O 0.63 -1.16 1.59
C 1.37 -1.94 -2.11
C 0.15 1.08 -0.42
O -1.75 2.24 2.34
C 0.21 0.10 -0.99
C 0.32 1.09 -1.59
N 0.06 -0.23 0.50
C 0.29 -1.48 1.24
C 0.24 0.13 0.48
C -0.83 -1.05 3.37
C -0.04 0.41 -1.47
O 1.36 1.83 -3.10
H -0.26 0.05 -1.34
H -0.18 -0.80 1.18
H 1.31 0.53 -0.18
H 0.10 1.19 -0.96
H -1.40 -0.29 -0.11
H -0.58 1.10 -0.21
H 1.41 0.36 -0.38
H -0.01 0.73 0.22
H -0.13 0.43 -0.10
H -0.22 0.35 0.04
H -0.73 1.10 0.04
H 0.39 -0.81 1.37
H -0.09 0.13 -1.65
H 0.50 -1.83 -0.01
H -0.75 1.34 -0.41
H -1.18 -1.08 -0.56
H 1.58 -0.18 -0.71
H -1.03 -1.17 -0.53
H 0.12 -0.26 1.57
H -0.08 0.51 1.59
H 1.13 0.65 -0.21
H -1.03 0.64 0.87
H -0.86 0.28 -1.40
H 0.59 -0.01 1.27
H -0.60 1.20 -0.14
H 0.88 -0.14 -1.45
H -1.26 -0.57 0.97
H -0.57 -0.39 -1.36
H 0.90 -1.39 0.21
C 0.02 0.07 -0.16
C 0.55 -0.59 0.12
O -0.19 0.32 -0.01
N 0.12 0.19 -0.25
C 0.14 -0.39 0.39
H -0.07 -0.12 0.19
H 0.00 0.15 0.01
H -0.16 0.00 -0.07
H -0.05 0.02 -0.12
H -0.24 0.16 -0.09
H -0.17 0.23 -0.06
H 0.09 -0.11 0.04



[4]
Density functional theory data (wB97M-V/def2-TZVPD) for an isolated molecule of C3H5FO.

The LUMO energy comes out at 0.80 eV. Its SMILES is C=C(F)CO. The calculation puts the HOMO-LUMO gap at 10.809 eV. Its energy relative to the best compared isomer or geometry (same formula, charge and spin) is 220.7 kJ/mol.

Last column: Mulliken charge in e.
Geometry (Å):
1 C 0.8988 -0.3681 0.1450  -0.394
2 C -0.4282 0.3370 -0.0575  0.411
3 C -1.4558 -0.3188 -0.3325  -0.505
4 H 1.9093 1.4057 0.0542  0.344
5 H 0.8547 -0.5871 1.2637  0.239
6 H 0.7217 -1.3125 -0.3713  0.285
7 H -2.6438 0.1490 0.0367  0.219
8 H -1.2763 -1.4120 -0.3254  0.222
9 O 1.9590 0.4526 -0.3672  -0.536
10 F -0.5394 1.6543 -0.0457  -0.285

Atomic forces in eV per Å
C -1.10 2.22 1.07
C 3.16 1.35 -0.40
C -7.98 -2.95 1.46
H -0.11 -3.02 -1.14
H 1.09 0.27 -1.12
H 1.06 0.16 -0.18
H 3.87 -1.52 -1.91
H -0.91 0.66 -0.23
O -0.14 1.38 1.58
F 1.07 1.45 0.87



[5]
Density functional theory data (wB97M-V/def2-TZVPD) for C22H16HfN5O2Se2 as an isolated structure.

The LUMO energy comes out at -10.72 eV. The calculation puts the HOMO-LUMO gap at 7.784 eV. As for the charge: +3.

Last column: Mulliken charge in e.
Geometry (Å):
1 Hf -0.0194 0.0248 -0.1005  0.746
2 O -0.6727 -1.2526 3.7139  -0.458
3 C -0.7199 -1.1568 2.5321  -0.012
4 N -0.7926 0.0601 1.7717  0.040
5 C -0.9545 1.3173 2.4295  -0.105
6 O -1.1566 1.4957 3.5863  -0.465
7 C -0.8256 2.4715 1.4658  0.855
8 C -1.0829 3.7450 1.9067  -0.764
9 C -0.9805 4.7959 1.0044  -0.359
10 C -0.6188 4.5235 -0.3079  -0.849
11 C -0.3654 3.2229 -0.6779  0.083
12 N -0.4578 2.1886 0.1866  0.081
13 C -0.6849 -2.3605 1.6278  0.700
14 C -0.8871 -3.6147 2.1487  -0.783
15 C -0.9301 -4.6917 1.2750  -0.331
16 C -0.7620 -4.4646 -0.0866  -0.901
17 C -0.5318 -3.1835 -0.5304  0.015
18 N -0.4786 -2.1273 0.3085  0.228
19 H -1.3661 3.8905 2.9405  0.588
20 H -1.1853 5.8118 1.3194  0.497
21 H -0.5328 5.3118 -1.0432  0.464
22 H -0.0844 2.9906 -1.6938  0.348
23 H -1.0262 -3.7228 3.2162  0.569
24 H -1.1055 -5.6935 1.6472  0.496
25 H -0.8046 -5.2755 -0.8004  0.445
26 H -0.3835 -2.9815 -1.5820  0.562
27 Se 2.1839 -1.2929 -1.6590  0.101
28 Se 1.3053 0.6791 -2.6519  0.073
29 C -0.5102 0.0728 -3.0192  0.517
30 C -0.9622 -0.0264 -4.3088  -0.738
31 C -2.3132 -0.3402 -4.4938  -0.254
32 C -3.1285 -0.5498 -3.3937  -0.896
33 C -2.5869 -0.4478 -2.1262  -0.101
34 N -1.2945 -0.1288 -1.9390  0.068
35 C 2.9447 -0.4332 -0.0982  0.626
36 C 4.2790 -0.5477 0.1890  -0.844
37 C 4.7353 0.0586 1.3629  -0.171
38 C 3.8470 0.7565 2.1646  -0.953
39 C 2.5186 0.8268 1.7938  0.026
40 N 2.0638 0.2268 0.6771  -0.024
41 H -0.2982 0.1393 -5.1463  0.501
42 H -2.7147 -0.4182 -5.4968  0.477
43 H -4.1760 -0.7937 -3.5095  0.483
44 H -3.1856 -0.6132 -1.2393  0.512
45 H 4.9496 -1.0802 -0.4719  0.502
46 H 5.7821 -0.0089 1.6328  0.470
47 H 4.1737 1.2423 3.0739  0.467
48 H 1.7966 1.3537 2.4021  0.469

Atomic forces in eV per Å
Hf 0.60 -0.28 -0.93
O -0.01 0.10 0.09
C -0.12 0.24 -0.07
N -0.01 0.08 0.57
C -0.03 -0.19 -0.06
O -0.03 -0.11 0.09
C -0.03 -0.11 -0.13
C -0.04 0.15 0.06
C -0.01 0.09 0.00
C -0.02 0.12 0.00
C 0.00 -0.20 0.03
N -0.30 0.30 0.44
C -0.04 0.14 -0.08
C -0.03 -0.14 0.08
C -0.01 -0.09 -0.02
C -0.02 -0.13 0.02
C 0.07 0.17 0.00
N -0.37 -0.20 0.49
H -0.01 0.01 0.01
H 0.01 -0.02 -0.01
H -0.01 0.00 0.01
H 0.02 -0.02 -0.05
H -0.01 -0.01 0.00
H 0.01 0.02 -0.01
H -0.01 -0.01 0.01
H 0.01 0.02 -0.04
Se -0.14 0.02 0.00
Se 0.02 0.15 -0.06
C 0.17 0.02 0.08
C -0.12 -0.03 -0.11
C 0.02 0.02 -0.08
C -0.07 -0.03 -0.08
C 0.09 0.01 0.06
N 0.02 -0.04 -0.19
C -0.05 0.04 -0.23
C 0.13 0.02 0.06
C 0.08 -0.02 -0.02
C 0.08 0.01 0.04
C -0.08 -0.08 -0.05
N 0.26 -0.02 0.04
H -0.02 0.00 -0.02
H 0.00 -0.01 0.01
H 0.01 0.01 -0.01
H 0.00 0.00 0.02
H 0.01 0.00 0.01
H -0.01 0.00 0.00
H 0.00 -0.01 -0.01
H -0.05 0.01 0.01



For each record above, in turn, the calculated energy values are -15152.05413; -49351.73311; -29888.55033; -7954.22183; -166596.68734 eV.